Computed, not measured: a 5-piece molecular cluster, C26H26F41N2O4S overall, with ωB97M-V/def2-TZVPD.

CARTESIAN COORDINATES (ANGSTROEM)
C  -1.2522  -2.5350  8.3510
N  0.0964  -2.6562  8.8620
C  1.0082  -1.7281  8.2013
N  1.2881  -2.0973  6.8380
C  1.3848  -0.8718  6.0925
C  1.5098  -1.1640  4.5883
C  2.6715  -0.4908  3.8743
F  3.1937  -1.4383  3.0236
F  3.6879  -0.2160  4.6651
C  2.3331  0.6731  2.9152
F  1.5664  0.1894  1.9602
F  3.4277  1.0540  2.3045
S  1.4655  2.1854  3.6190
F  1.9276  1.9133  5.0791
F  2.7839  3.0581  3.3981
F  0.9914  2.5785  2.1333
F  0.0957  1.4465  3.8012
F  0.7684  3.5111  4.1243
H  -1.3008  -2.3334  7.2741
H  -1.7809  -1.7310  8.8759
H  -1.7999  -3.4563  8.5676
H  0.4396  -3.5976  8.7711
H  1.9731  -1.7597  8.7561
H  0.6262  -0.6948  8.3166
H  0.4113  -0.3331  6.2337
H  2.1632  -0.1927  6.4981
H  1.6774  -2.2397  4.5161
H  0.5607  -1.0061  4.0812
C  -3.3103  -0.1652  2.6098
C  -3.3090  -0.7025  4.0494
C  -4.1566  -1.9463  4.3201
F  -5.4693  -1.7263  4.0766
F  -4.0489  -2.2963  5.6206
F  -3.6449  0.2966  4.8951
F  -2.0234  -1.0287  4.3268
O  -4.1742  0.9312  2.3198
C  -5.4892  0.6872  1.9985
C  -6.4482  1.2780  3.0319
F  -6.2220  0.7665  4.2542
F  -7.7277  0.9813  2.6964
F  -5.6976  -0.6248  1.7986
F  -5.7169  1.2980  0.8127
H  -2.3128  0.2409  2.4486
H  -3.4106  -0.9633  1.8747
H  -3.8190  -2.7896  3.7106
H  -6.3354  2.3628  3.0841
C  1.0892  -2.0792  -0.5736
C  -0.2412  -2.6841  -0.0899
C  -0.2121  -4.1507  0.3417
F  0.1471  -4.9689  -0.6684
F  -1.4537  -4.5307  0.7383
F  -1.1871  -2.4806  -1.0348
F  -0.6284  -1.9622  0.9948
O  1.2860  -2.0083  -1.9823
C  1.7833  -3.1016  -2.6541
C  0.7794  -3.6581  -3.6612
F  -0.3636  -4.0381  -3.0557
F  1.2931  -4.7569  -4.2747
F  2.2197  -4.0346  -1.7905
F  2.8709  -2.6722  -3.3374
H  1.0716  -1.0362  -0.2619
H  1.9512  -2.5078  -0.0633
H  0.4744  -4.2982  1.1800
H  0.5398  -2.9093  -4.4182
C  -0.1846  5.0268  -0.8691
C  0.5649  3.7416  -1.2617
C  2.0611  3.7006  -0.9487
F  2.7390  4.6673  -1.6052
F  2.5747  2.5120  -1.3492
F  0.3409  3.4799  -2.5699
F  -0.0090  2.7296  -0.5631
O  -0.4149  5.9854  -1.8952
C  0.5688  6.9037  -2.1886
C  1.1020  6.7324  -3.6107
F  1.6171  5.5020  -3.7911
F  2.0917  7.6267  -3.8426
F  1.5462  6.8670  -1.2679
F  -0.0027  8.1246  -2.0951
H  -1.1849  4.7058  -0.5837
H  0.2313  5.4867  0.0267
H  2.2400  3.8060  0.1249
H  0.3046  6.8849  -4.3408
C  2.0489  -0.6421  -7.5053
C  0.8672  -1.5809  -7.2024
C  0.9130  -2.9685  -7.8427
F  0.9145  -2.9003  -9.1889
F  -0.1875  -3.6701  -7.4789
F  -0.2851  -0.9528  -7.5051
F  0.8582  -1.7725  -5.8475
O  1.8599  0.3290  -8.5237
C  2.0801  -0.0249  -9.8383
C  0.8018  0.0559  -10.6721
F  -0.1511  -0.7567  -10.1774
F  1.0552  -0.3378  -11.9415
F  2.6663  -1.2324  -9.9150
F  2.9658  0.8646  -10.3332
H  2.1904  -0.0493  -6.6027
H  2.9834  -1.1870  -7.6351
H  1.7963  -3.5236  -7.5132
H  0.4150  1.0768  -10.6847

Atoms 1-2, force components in eV/Å:
-0.237 -0.223 0.178
-0.261 0.602 0.726

Values from the calculation:
HOMO = -2.004 eV
Total charge = -1

---

Computed, not measured: one molecule with the formula C26H26N2O5, with ωB97M-V/def2-TZVPD.

CARTESIAN COORDINATES (ANGSTROEM)
C  5.9668  2.2851  1.9006
C  6.1819  1.6676  0.5164
C  7.6077  1.1004  0.4620
C  6.0231  2.7765  -0.5331
C  5.1959  0.5502  0.2144
C  5.2659  -0.1165  -1.0083
C  4.4083  -1.1490  -1.3186
C  3.4395  -1.5537  -0.4050
O  2.6316  -2.5961  -0.8028
C  1.8216  -3.2099  0.1692
C  0.5519  -2.4249  0.5277
O  -0.0416  -2.6213  1.5638
N  0.1954  -1.5592  -0.4530
C  -0.9135  -0.7175  -0.5299
C  -1.0438  0.0865  -1.6621
C  -2.1342  0.9191  -1.8009
C  -3.1277  0.9452  -0.8262
C  -4.2694  1.8881  -0.9784
O  -4.1145  3.0340  -1.3427
N  -5.5182  1.4392  -0.6226
C  -5.9873  0.1547  -0.4461
C  -5.4085  -0.9306  -1.1118
C  -5.8775  -2.2124  -0.9214
C  -6.9523  -2.4528  -0.0752
C  -7.5691  -1.3930  0.5516
C  -7.1107  -0.0847  0.3758
C  -7.8295  1.0205  1.0277
O  -7.6352  2.2027  0.8314
O  -8.7759  0.6160  1.8863
C  -2.9784  0.1656  0.3178
C  -1.8817  -0.6585  0.4702
C  3.3384  -0.8912  0.8073
C  4.2126  0.1436  1.1042
H  4.9768  2.7272  1.9829
H  6.7002  3.0722  2.0635
H  6.0931  1.5421  2.6846
H  7.8407  0.7056  -0.5229
H  7.7203  0.2968  1.1868
H  8.3297  1.8798  0.6958
H  6.7107  3.5925  -0.3216
H  6.2305  2.4085  -1.5340
H  5.0079  3.1674  -0.5165
H  6.0082  0.1664  -1.7387
H  4.4758  -1.6639  -2.2644
H  1.5041  -4.1617  -0.2711
H  2.3765  -3.4274  1.0889
H  0.8269  -1.5213  -1.2464
H  -0.2828  0.0580  -2.4291
H  -2.2358  1.5516  -2.6696
H  -6.1950  2.1749  -0.4148
H  -4.5931  -0.7544  -1.7947
H  -5.4097  -3.0315  -1.4464
H  -7.3136  -3.4581  0.0746
H  -8.4249  -1.5571  1.1869
H  -9.2155  1.3916  2.2689
H  -3.7197  0.2102  1.1016
H  -1.7687  -1.2598  1.3564
H  2.5846  -1.1619  1.5311
H  4.1013  0.6284  2.0599

Atoms 1-2, force components in eV/Å:
0.006 -0.133 -0.236
0.125 0.147 0.043

Values from the calculation:
HOMO = -8.572 eV
SMILES string = CC(C)(C)c1ccc(OCC(=O)Nc2ccc(C(=O)Nc3ccccc3C(=O)O)cc2)cc1

---

Results for lowest unoccupied orbital energy: 1.589; 0.192 (in eV, following the order of the records).